(1)
Computed, not measured: a structure of composition C28H18BiCl7N6O9S2 in a non-equilibrium geometry, with ωB97M-V with the def2-TZVPD basis set.

```
! RIJCOSX wB97M-V def2-TZVPD def2/J DEFGRID3
* xyz -2 1
Bi 9.832 12.373 13.051
O 13.062 13.467 11.910
Cl 11.839 13.810 11.149
O 12.178 14.658 9.987
O 11.154 12.626 10.691
O 10.906 14.516 12.041
N 10.586 6.021 17.357
C 11.133 6.654 16.272
C 10.481 6.852 15.041
C 10.845 7.922 14.206
C 11.989 8.626 14.554
C 12.809 8.378 15.644
C 12.409 7.286 16.409
S 12.422 9.997 13.461
O 13.835 10.088 13.578
O 11.786 9.801 12.217
N 11.648 11.377 14.008
C 11.843 12.127 15.128
N 11.003 13.209 15.110
C 11.268 14.207 15.994
C 12.159 14.030 17.051
C 12.804 12.795 17.042
N 12.778 11.898 16.076
H 9.605 5.875 17.268
H 11.089 5.551 18.059
H 9.607 6.264 14.841
H 10.396 8.090 13.233
H 13.595 9.083 15.970
H 13.016 6.957 17.271
H 10.705 15.117 15.859
H 12.251 14.716 17.906
H 13.474 12.587 17.895
Cl 5.776 6.595 12.566
C 6.669 7.949 13.178
C 7.007 7.968 14.539
Cl 6.298 6.774 15.553
C 7.609 9.102 15.098
Cl 7.694 9.530 16.692
C 8.127 10.105 14.207
O 8.668 11.184 14.663
C 8.010 9.924 12.748
O 8.712 10.637 11.950
C 7.086 8.897 12.252
Cl 6.715 8.933 10.590
Cl 9.189 17.294 13.381
C 7.478 17.223 13.715
C 6.676 18.217 13.121
C 5.282 18.148 13.248
C 4.758 17.307 14.204
C 5.511 16.249 14.725
Cl 4.634 15.104 15.656
C 6.890 16.065 14.379
S 7.679 14.630 14.866
H 7.090 19.069 12.522
H 4.587 18.682 12.549
H 3.729 17.441 14.483
N 10.817 14.159 7.376
C 9.549 13.943 6.950
O 9.168 13.764 5.774
C 8.594 13.990 8.138
C 8.614 15.140 8.945
C 7.870 15.137 10.098
N 7.313 14.005 10.488
C 7.297 12.918 9.782
C 7.932 12.827 8.532
H 11.539 14.094 6.638
H 11.103 14.147 8.378
H 9.142 15.981 8.580
H 7.819 16.032 10.745
H 6.716 12.119 10.234
H 8.146 11.793 8.191
*
```

The LUMO energy comes out at 3.93 eV. The orbital gap is 0.225 Ha. The value obtained for the energy relative to the best compared isomer or geometry (same formula, charge and spin) is 0.17 kcal per mole. As for the HOMO energy: -2.2 eV.

=====

(2)
Computed, not measured: a structure of composition C28H19F3N5O3RhS3Se, with ωB97M-V with the def2-TZVPD basis set.

```
! RIJCOSX wB97M-V def2-TZVPD def2/J DEFGRID3
* xyz -2 1
Rh 0.200 -0.348 1.511
O 3.769 0.417 -1.410
C 3.131 -0.096 -2.477
C 3.695 0.115 -3.737
C 3.098 -0.409 -4.867
C 1.928 -1.157 -4.764
C 1.369 -1.366 -3.516
C 1.948 -0.841 -2.363
C 1.325 -1.063 -1.029
O 1.697 -0.258 -0.077
N 0.477 -2.043 -0.913
N 0.095 -2.140 0.423
C -0.100 -3.309 0.886
C -0.085 -3.616 2.304
C -0.491 -4.899 2.691
C -0.357 -5.364 3.981
C 0.248 -4.521 4.921
C 0.687 -3.268 4.569
C 0.534 -2.746 3.255
O 0.980 -1.554 3.029
H 3.162 0.286 -0.640
H 4.597 0.711 -3.795
H 3.542 -0.224 -5.839
H 1.453 -1.560 -5.650
H 0.457 -1.935 -3.399
H -0.138 -4.139 0.178
H -0.921 -5.541 1.928
H -0.690 -6.358 4.254
H 0.372 -4.855 5.946
H 1.150 -2.616 5.299
Se -1.936 -0.490 2.718
C -1.783 -0.410 4.600
C -2.982 -0.374 5.325
C -2.952 -0.323 6.704
N -1.834 -0.305 7.435
C -0.699 -0.344 6.735
C -0.612 -0.400 5.353
H -3.934 -0.382 4.806
H -3.887 -0.294 7.259
H 0.218 -0.333 7.319
H 0.350 -0.449 4.870
S 2.008 4.372 -3.327
C 0.847 3.360 -2.664
S 1.151 2.529 -1.181
C -0.450 1.831 -1.208
N -1.134 2.199 -2.250
N -0.406 3.050 -3.067
C -1.109 3.502 -4.217
C -2.499 3.363 -4.237
C -3.222 3.784 -5.339
C -2.585 4.343 -6.439
C -1.205 4.466 -6.419
C -0.462 4.050 -5.322
S -1.192 0.827 -0.024
H -2.990 2.919 -3.386
H -4.300 3.670 -5.333
H -3.156 4.671 -7.299
H -0.684 4.888 -7.269
H 0.610 4.147 -5.319
F 1.599 1.137 3.509
C 0.755 1.350 2.446
F 1.523 2.127 1.600
F -0.179 2.216 2.923
*
```

The LUMO energy comes out at 4.14 eV. The orbital gap is 0.234 Ha. The value obtained for the energy relative to the best compared isomer or geometry (same formula, charge and spin) is 0.00 kcal per mole. As for the HOMO energy: -2.2 eV.

=====

(3)
Computed, not measured: a structure of composition C28H20Cl5I2N6OS2Tc in a non-equilibrium geometry, with ωB97M-V with the def2-TZVPD basis set.

```
! RIJCOSX wB97M-V def2-TZVPD def2/J DEFGRID3
* xyz 1 4
Tc 0.525 -0.859 -0.454
S 0.337 -3.230 -0.223
C -1.173 -2.819 -0.790
N -1.426 -1.521 -0.875
C -2.782 -1.263 -1.157
C -3.422 -0.043 -1.220
C -4.624 0.039 -1.795
C -5.335 -1.089 -2.250
C -4.790 -2.340 -2.002
C -3.550 -2.417 -1.386
S -2.494 -3.815 -1.257
H -2.923 0.844 -0.762
H -5.139 1.003 -1.799
H -6.260 -1.073 -2.840
H -5.400 -3.167 -2.367
I 5.450 -0.419 1.136
C 4.033 0.939 0.462
C 4.621 2.224 -0.006
C 3.831 3.196 -0.532
I 4.618 5.096 -0.813
C 2.450 3.005 -0.796
C 1.534 3.897 -1.354
C 0.220 3.523 -1.502
C -0.108 2.231 -1.202
N 0.675 1.283 -0.695
C 1.950 1.694 -0.473
C 2.751 0.730 0.184
O 2.163 -0.440 0.394
H 5.708 2.378 0.080
H 1.715 4.927 -1.533
H -0.501 4.244 -1.915
H -1.062 1.906 -1.471
Cl -0.650 0.061 -3.450
C 1.096 -0.310 -3.440
C 1.543 -0.998 -2.327
C 2.791 -1.636 -2.477
Cl 3.336 -2.634 -1.152
C 3.642 -1.355 -3.527
Cl 5.183 -2.187 -3.751
C 3.184 -0.479 -4.553
Cl 4.194 -0.177 -5.870
C 1.854 -0.114 -4.580
Cl 1.147 0.643 -5.916
C -1.700 -1.301 2.124
N -2.128 -1.080 3.476
C -2.272 0.311 3.783
N -0.999 0.991 3.538
C -0.656 0.865 2.157
N -0.408 -0.617 1.821
C 0.621 -1.160 2.789
N 0.176 -1.022 4.173
C -1.133 -1.652 4.401
C -0.007 0.446 4.486
H -2.467 -0.938 1.454
H -1.480 -2.374 1.946
H -2.502 0.430 4.829
H -3.133 0.685 3.116
H 0.215 1.501 1.872
H -1.422 1.241 1.563
H 1.532 -0.649 2.550
H 0.658 -2.202 2.629
H -1.471 -1.565 5.496
H -0.986 -2.705 4.079
H 0.980 0.831 4.414
H -0.330 0.489 5.559
*
```

The LUMO energy (spin up / spin down) comes out at -3.64 / -4.80 eV. The expectation value of S² is 3.79. The orbital gap (spin up / spin down) is 0.269 / 0.233 Ha. The value obtained for the energy relative to the best compared isomer or geometry (same formula, charge and spin) is 38.48 kcal per mole. As for the HOMO energy (spin up / spin down): -11.0 / -11.1 eV.